ORCA calculation (ωB97M-V with the def2-TZVPD basis set) on 8 unconnected molecules or ions with the total composition C43H73BrClF3NO9S at a distorted geometry.

Structure (XYZ):
```
132
Properties=species:S:1:pos:R:3:forces:R:3
C 1.9440 4.7723 7.3428 -0.1 -0.3 0.0
C 1.0831 3.7934 7.1225 0.0 0.4 -0.3
C 0.7839 3.3510 5.7353 -0.1 -0.2 -0.2
C 1.4408 2.2014 5.2538 0.1 -0.2 0.0
Br 2.6422 1.3977 6.4989 -0.1 -0.1 -0.2
C 1.2424 1.6710 4.0027 0.0 -0.3 0.3
C 1.9731 0.3830 3.6949 0.5 0.4 -0.3
C 3.3888 0.6342 3.0964 -0.1 -0.6 0.3
C 3.9013 -0.6422 2.4767 0.2 0.1 -0.4
C 3.9089 -0.8337 1.0965 0.0 -0.2 -0.1
C 4.3393 -2.0321 0.5285 -0.2 0.3 0.5
C 4.7665 -3.0549 1.3606 0.0 0.0 -0.1
C 4.7838 -2.8754 2.7370 0.0 0.0 -0.2
C 4.3607 -1.6759 3.2886 0.0 -0.1 0.0
C 0.3366 2.3802 3.1212 0.2 -0.1 0.4
C 0.1406 1.9612 1.7843 0.1 0.3 -0.1
C 0.9075 0.8857 1.0945 -0.2 -0.2 -0.4
C 0.1928 -0.4658 1.1493 0.3 0.6 0.8
O 0.3156 -1.2500 0.2715 -0.1 -0.8 -0.8
N -0.7719 2.5627 1.0099 -0.4 -0.1 -0.1
C -1.0621 2.0598 -0.3540 0.5 0.1 -0.6
C -0.2492 2.7972 -1.4312 -0.5 -0.7 -0.4
C -0.1146 1.8958 -2.6644 0.1 0.5 0.6
Cl -1.7263 1.5234 -3.3177 -0.1 -0.1 -0.1
C -1.4957 3.6448 1.4285 -0.1 0.6 0.4
C -2.4912 4.2661 0.4871 -0.4 -0.2 -0.2
C -3.9332 3.8275 0.8104 0.1 -0.4 -0.4
O -3.9798 3.1948 2.0764 -0.2 0.3 0.1
C -5.3006 3.0169 2.5381 0.0 -0.1 -0.3
C -5.3760 1.6846 3.2575 0.1 0.1 -0.5
F -6.6494 1.3361 3.4530 -0.3 0.0 0.2
F -4.8196 0.7277 2.4989 0.1 -0.2 0.0
F -4.7506 1.6862 4.4285 0.2 0.0 0.4
C -1.3301 4.1378 2.7029 0.6 0.0 -0.1
S -2.4397 5.4731 3.1273 -0.3 0.0 -0.2
C -0.3758 3.5362 3.6112 -0.3 0.1 -0.3
C -0.1283 4.0180 4.9369 0.2 0.0 0.4
C -0.7754 5.2368 5.5530 -0.1 -0.1 -0.3
H 2.1359 5.1826 8.3152 0.1 0.0 0.2
H 2.4836 5.1983 6.5106 0.0 0.3 0.0
H 0.5539 3.2820 7.9143 -0.1 0.0 0.2
H 1.4289 -0.3141 3.0796 -0.2 0.0 -0.2
H 2.1447 -0.1772 4.6016 -0.2 0.0 0.3
H 4.0552 0.8887 3.9156 0.0 0.3 0.1
H 3.3923 1.4699 2.3992 0.1 0.0 -0.1
H 3.5841 -0.0503 0.4214 0.0 0.1 0.1
H 4.3191 -2.1573 -0.5411 0.1 -0.1 -0.2
H 5.0825 -3.9907 0.9279 0.1 -0.1 0.0
H 5.1321 -3.6855 3.3590 0.0 0.0 0.2
H 4.3896 -1.5431 4.3622 0.0 0.0 0.1
H 1.0122 1.0792 0.0354 0.1 0.3 -0.1
H 1.9242 0.7929 1.4270 0.0 -0.1 0.3
H -0.4176 -0.6624 2.0465 -0.1 -0.1 0.1
H -0.8309 1.0098 -0.4554 -0.1 -0.2 0.4
H -2.1216 2.1151 -0.5447 -0.2 0.1 0.1
H -0.7553 3.6953 -1.7689 0.1 0.4 0.2
H 0.7457 3.0268 -1.0593 0.1 0.2 0.0
H 0.4437 2.4230 -3.4266 0.1 -0.1 -0.2
H 0.3739 0.9685 -2.3824 0.0 -0.2 -0.3
H -2.3310 4.0004 -0.5475 0.3 0.0 0.0
H -2.4072 5.3406 0.5111 0.1 0.3 0.3
H -4.2472 3.0985 0.0565 -0.1 -0.1 0.0
H -4.6210 4.6665 0.7267 0.0 0.2 0.3
H -5.6234 3.8384 3.1769 0.1 0.0 0.2
H -6.0059 2.9483 1.7109 -0.1 -0.1 -0.2
H -1.5610 6.4868 3.1138 0.1 -0.1 0.0
H -0.6048 6.0980 4.9238 -0.1 0.3 0.0
H -0.3604 5.4741 6.5178 0.2 -0.2 0.1
H -1.8406 5.0928 5.6787 -0.2 0.1 0.0
C 0.1015 -3.0865 -2.5624 -0.1 0.1 0.2
C -0.7346 -4.2785 -2.9853 0.1 -0.1 0.0
O -0.0788 -5.0200 -4.0101 -2.4 -0.2 -0.8
H 0.2981 -2.4436 -3.4232 0.0 0.0 0.0
H -0.3980 -2.5004 -1.7915 -0.1 0.0 0.0
H 1.0677 -3.4149 -2.1729 -1.2 0.2 0.1
H -1.6907 -3.9547 -3.3940 0.0 -0.1 0.0
H -0.9325 -4.9324 -2.1296 -0.1 0.1 0.0
H 0.7666 -5.3210 -3.6565 -3.0 -2.2 -0.5
C 2.5579 -4.8472 -3.2740 1.3 0.0 0.4
C 3.0434 -3.4665 -2.8821 0.5 -0.1 0.0
O 4.4322 -3.4753 -2.5383 -0.1 0.1 0.1
H 2.7202 -5.5553 -2.4591 0.0 0.0 0.1
H 1.4969 -4.8347 -3.5241 4.8 2.5 0.7
H 3.1074 -5.2129 -4.1417 -0.2 0.2 0.1
H 2.5069 -3.1046 -2.0030 0.8 0.2 0.0
H 2.8784 -2.7598 -3.7030 -0.2 0.0 0.0
H 4.9172 -3.7870 -3.3085 0.0 0.0 0.0
C 2.0534 -6.7280 -7.6012 0.1 0.1 0.0
C 2.5444 -7.4704 -6.3734 -0.3 0.0 0.0
O 2.1743 -6.8011 -5.1678 -0.1 -0.4 -0.3
H 2.4578 -5.7134 -7.6139 0.2 -0.4 -0.2
H 2.3521 -7.2371 -8.5167 -0.1 0.0 0.0
H 0.9651 -6.6469 -7.5968 -0.1 -0.2 -0.1
H 3.6315 -7.5341 -6.3715 0.0 0.0 0.1
H 2.1423 -8.4884 -6.3575 0.1 0.0 -0.1
H 1.2118 -6.7521 -5.1496 -0.1 0.0 -0.1
C -9.7606 -1.5073 4.1579 0.0 0.0 0.1
C -9.6685 -0.3519 5.1374 0.2 0.0 -0.2
O -8.4575 -0.3910 5.8878 -0.1 0.0 0.1
H -9.6960 -2.4583 4.6867 0.0 0.0 0.0
H -10.6990 -1.4780 3.6022 0.0 0.0 0.0
H -8.9348 -1.4732 3.4426 0.0 0.0 0.0
H -10.4815 -0.3977 5.8596 0.0 0.0 0.1
H -9.7367 0.6047 4.6070 -0.1 0.0 0.0
H -7.7267 -0.3386 5.2648 0.0 0.0 0.0
C 1.4086 -1.8491 -7.2334 0.0 0.0 0.1
C 2.6346 -2.7415 -7.1645 -0.3 -0.2 0.0
O 2.3830 -3.9239 -6.4093 0.2 0.6 0.1
H 1.0828 -1.5743 -6.2288 0.0 0.0 0.0
H 1.6164 -0.9385 -7.7974 0.0 0.0 0.0
H 0.5782 -2.3704 -7.7147 0.0 0.0 -0.1
H 3.4554 -2.2253 -6.6680 0.0 0.0 0.0
H 2.9646 -3.0158 -8.1715 0.1 0.1 -0.1
H 1.6678 -4.4026 -6.8398 -0.1 0.1 0.2
C 2.4984 9.9556 7.7897 0.0 -0.1 -0.1
C 1.7935 8.6691 8.1750 0.2 0.1 0.2
O 2.6933 7.5594 8.2020 -0.1 0.1 0.0
H 2.9706 9.8526 6.8122 0.0 0.0 0.0
H 1.7985 10.7911 7.7550 0.0 0.0 0.0
H 3.2843 10.1949 8.5091 0.0 0.0 0.0
H 1.0215 8.4229 7.4462 0.0 -0.1 0.0
H 1.3169 8.7723 9.1547 -0.1 0.0 0.0
H 3.3770 7.7552 8.8507 0.0 0.0 0.0
C -1.0769 -4.8464 -10.8436 0.0 0.0 0.1
C 0.3321 -5.4036 -10.7541 -0.2 -0.2 -0.2
O 0.3379 -6.7602 -10.3198 0.0 0.1 0.1
H -1.5745 -4.9169 -9.8758 0.0 0.0 0.0
H -1.0675 -3.8018 -11.1585 0.0 0.0 0.0
H -1.6723 -5.4164 -11.5602 0.0 0.0 -0.1
H 0.9181 -4.8445 -10.0253 0.1 0.0 0.0
H 0.8345 -5.3302 -11.7244 0.0 0.1 0.0
H -0.1642 -7.2760 -10.9581 0.0 0.0 0.0
```
Positions in Å, forces in eV/Å.

The orbital gap comes out at 7.150 eV. As for the charge: +1.

Results of the Löwdin charge analysis, in e, for atoms 1 through 8: 0.027 -0.217 -0.207 -0.476 0.924 -0.140 -0.181 -0.142